i | One molecule with the formula C4H7N3O2. Source: the Open Molecules 2025 dataset; level of theory: ωB97M-V with the def2-TZVPD basis set.

The HOMO energy is -8.721 eV. The value obtained for the HOMO-LUMO gap is 0.3453 Ha. Its SMILES is CCc1n[nH]c(=O)n1O.

Geometry as ORCA input:
```
! wB97M-V def2-TZVPD RIJCOSX def2/J DEFGRID3
* xyz 0 1
C -2.00 1.57 -1.55
C -1.40 0.11 -1.51
C -0.21 0.13 -0.61
C 1.10 -0.27 1.13
H -1.25 2.25 -1.97
H -2.88 1.68 -2.19
H -2.41 1.97 -0.57
H -1.13 -0.02 -2.54
H -2.07 -0.71 -1.21
H 1.86 1.65 0.98
H -0.44 -2.07 1.41
N 0.51 1.24 -0.55
N 1.33 0.96 0.49
N 0.21 -0.84 0.22
O 1.49 -0.87 2.10
O -0.36 -2.05 0.42
*
```

Atom charges from the Mulliken analysis, given in e for atoms 1 to 4: atom 1 (C): -1.119, atom 2 (C): -0.250, atom 3 (C): 0.261, atom 4 (C): 0.408

=====

ii | One molecule with the formula C4H7N3O2. Source: the Open Molecules 2025 dataset; level of theory: ωB97M-V with the def2-TZVPD basis set.

The HOMO energy is -9.677 eV. The value obtained for the HOMO-LUMO gap is 0.3669 Ha. Its SMILES is N/C=N\C=N\CC(=O)O.

Geometry as ORCA input:
```
! wB97M-V def2-TZVPD RIJCOSX def2/J DEFGRID3
* xyz 0 1
C -0.05 2.57 0.39
C -0.73 0.42 0.76
C 0.16 -1.70 0.44
C -0.50 -2.43 -0.79
H 1.84 2.93 -0.37
H 1.45 1.37 -0.07
H -0.22 3.67 0.44
H -1.55 -0.24 1.20
H 1.22 -2.06 0.64
H -0.53 -2.03 1.25
H -0.05 -0.93 -1.86
N 1.13 2.29 -0.25
N -1.03 1.79 0.73
N 0.22 -0.29 0.27
O -0.41 -1.84 -2.04
O -0.96 -3.51 -0.74
*
```

Atom charges from the Mulliken analysis, given in e for atoms 1 to 4: atom 1 (C): 0.040, atom 2 (C): 0.193, atom 3 (C): -0.516, atom 4 (C): 0.607

=====

ii comes first in stability; the runner-up is 1.332 eV higher.